# 1
C7H10 | ωB97M-V/def2-TZVPD

Computed properties:
SMILES = C[C@@H]1[C@@H]2C=CC[C@H]12
gap between HOMO and LUMO = 9.89 eV

Structure (ORCA input):
```
! wB97M-V def2-TZVPD RIJCOSX def2/J DEFGRID3
* xyz 0 1
C -1.8336 0.5378 -0.1324
C -1.0094 -0.7253 -0.1675
C 0.1586 -1.0527 0.7394
C 0.9237 0.0462 1.3980
C 1.4848 0.8697 0.5121
C 1.1813 0.4574 -0.9099
C 0.3644 -0.8273 -0.7597
H -2.3221 0.6871 -1.1045
H -2.6158 0.4550 0.6321
H -1.2324 1.4248 0.0929
H -1.6108 -1.6103 -0.3780
H 0.1445 -2.0277 1.2201
H 1.0431 0.1152 2.4755
H 2.1000 1.7306 0.7590
H 0.6008 1.2276 -1.4372
H 2.0971 0.3046 -1.4935
H 0.5586 -1.6370 -1.4586
*
```

Charges computed using Löwdin, reported in e: number 1, C, carries -0.064; number 2, C, carries -0.274; number 3, C, carries -0.190; number 4, C, carries -0.067; number 5, C, carries -0.096; number 6, C, carries -0.153; number 7, C, carries -0.195; number 8, H, carries 0.080; number 9, H, carries 0.077; number 10, H, carries 0.071; number 11, H, carries 0.132; number 12, H, carries 0.128; number 13, H, carries 0.101; number 14, H, carries 0.099; number 15, H, carries 0.110; number 16, H, carries 0.109; number 17, H, carries 0.131

=====

# 2
C7H10 | ωB97M-V/def2-TZVPD

Computed properties:
gap between HOMO and LUMO (alpha / beta) = 7.30 / 7.30 eV

Structure (ORCA input):
```
! wB97M-V def2-TZVPD RIJCOSX def2/J DEFGRID3
* xyz 0 1
C -1.6784 0.5359 -0.1886
C -1.0850 -0.6314 -0.5698
C 0.3863 -0.8658 -0.8228
C 1.3341 0.3557 -0.9192
C 1.3025 0.8389 0.5197
C 0.8214 -0.0932 1.3892
C 0.5162 -1.2208 0.6194
H -2.7554 0.5706 -0.0590
H -1.2199 0.8190 1.5829
H -1.1755 1.4933 -0.2922
H -1.6806 -1.5412 -0.5547
H 0.5706 -1.6710 -1.5389
H 0.9963 1.1522 -1.5942
H 2.3202 0.0270 -1.2768
H 1.4396 1.8950 0.7559
H -0.4958 0.5728 1.9581
H 0.4034 -2.2369 0.9911
*
```

Charges computed using Löwdin, reported in e: number 1, C, carries -0.062; number 2, C, carries -0.165; number 3, C, carries -0.298; number 4, C, carries -0.127; number 5, C, carries -0.096; number 6, C, carries -0.153; number 7, C, carries -0.074; number 8, H, carries 0.066; number 9, H, carries 0.086; number 10, H, carries 0.064; number 11, H, carries 0.110; number 12, H, carries 0.138; number 13, H, carries 0.113; number 14, H, carries 0.116; number 15, H, carries 0.103; number 16, H, carries 0.061; number 17, H, carries 0.117

=====

# 3
C7H10 | ωB97M-V/def2-TZVPD

Computed properties:
SMILES = C=C/C=C/C(=C)C
gap between HOMO and LUMO = 10.12 eV

Structure (ORCA input):
```
! wB97M-V def2-TZVPD RIJCOSX def2/J DEFGRID3
* xyz 0 1
C 0.8572 -2.3433 -2.2244
C 0.0874 -1.2843 -1.9940
C -0.0672 -0.7419 -0.6366
C 0.4043 0.4092 -0.1752
C -0.0251 0.9405 1.1316
C 0.1690 0.2789 2.2733
C -0.8620 2.1482 1.1051
H 0.9549 -2.7502 -3.2282
H 1.4922 -2.8726 -1.5251
H -0.5316 -0.9128 -2.8021
H -0.5856 -1.4122 0.0453
H 1.0003 1.0967 -0.7707
H 0.7190 -0.6593 2.2924
H -0.2239 0.5235 3.2521
H -0.3639 3.0958 0.8504
H -1.6693 2.0537 0.3675
H -1.3557 2.4300 2.0386
*
```

Charges computed using Löwdin, reported in e: number 1, C, carries -0.003; number 2, C, carries -0.180; number 3, C, carries -0.117; number 4, C, carries -0.081; number 5, C, carries -0.395; number 6, C, carries 0.044; number 7, C, carries -0.086; number 8, H, carries 0.050; number 9, H, carries 0.060; number 10, H, carries 0.098; number 11, H, carries 0.119; number 12, H, carries 0.120; number 13, H, carries 0.063; number 14, H, carries 0.060; number 15, H, carries 0.084; number 16, H, carries 0.086; number 17, H, carries 0.078

=====

# 4
C7H10 | ωB97M-V/def2-TZVPD

Computed properties:
gap between HOMO and LUMO = 8.86 eV

Structure (ORCA input):
```
! wB97M-V def2-TZVPD RIJCOSX def2/J DEFGRID3
* xyz 0 1
C -1.6970 0.1809 -0.2245
C -2.9382 0.0843 -0.5101
C -0.4404 0.8189 0.1871
C 0.7002 0.5111 -0.7501
C 0.0692 -0.6762 -0.0884
C 2.0031 1.1414 -0.3393
C 0.3600 -1.7195 0.8896
H -3.4947 -0.8460 -0.7777
H -3.4389 0.9745 -0.3680
H -0.2922 1.2656 1.1058
H 0.5824 0.5784 -1.8851
H 2.7741 0.9762 -1.1332
H 2.3487 0.6396 0.5519
H 1.8759 2.1410 -0.2443
H -0.4232 -1.9798 1.5469
H 1.2038 -1.4391 1.6138
H 0.8072 -2.6514 0.4259
*
```

Charges computed using Löwdin, reported in e: number 1, C, carries -0.053; number 2, C, carries 0.004; number 3, C, carries -0.157; number 4, C, carries -0.294; number 5, C, carries -0.161; number 6, C, carries -0.060; number 7, C, carries -0.100; number 8, H, carries 0.084; number 9, H, carries 0.034; number 10, H, carries 0.107; number 11, H, carries 0.147; number 12, H, carries 0.097; number 13, H, carries 0.077; number 14, H, carries 0.039; number 15, H, carries 0.055; number 16, H, carries 0.091; number 17, H, carries 0.089

=====

# 5
C7H10 | ωB97M-V/def2-TZVPD

Computed properties:
SMILES = C[C@]12C=C[C@H](C1)C2
gap between HOMO and LUMO = 9.54 eV

Structure (ORCA input):
```
! wB97M-V def2-TZVPD RIJCOSX def2/J DEFGRID3
* xyz 0 1
C -1.9993 0.2289 -0.3500
C -0.5305 0.0842 0.0027
C -0.1249 -0.7257 1.2563
C 1.2143 -0.7103 1.2041
C 1.5191 0.1797 0.0357
C 0.5974 -0.6103 -0.9321
C 0.4355 1.2812 0.0289
H -2.5015 -0.7457 -0.3628
H -2.5230 0.8617 0.3794
H -2.1229 0.6856 -1.3387
H -0.7777 -1.3756 1.8324
H 1.9489 -1.4544 1.4878
H 2.5444 0.4110 -0.2652
H 0.5473 -1.7176 -0.9494
H 0.9775 -0.1908 -1.9465
H 0.3796 1.9965 0.8574
H 0.4159 1.8014 -0.9399
*
```

Charges computed using Löwdin, reported in e: number 1, C, carries -0.040; number 2, C, carries -0.426; number 3, C, carries -0.044; number 4, C, carries -0.076; number 5, C, carries -0.283; number 6, C, carries -0.084; number 7, C, carries -0.095; number 8, H, carries 0.077; number 9, H, carries 0.081; number 10, H, carries 0.078; number 11, H, carries 0.104; number 12, H, carries 0.108; number 13, H, carries 0.131; number 14, H, carries 0.112; number 15, H, carries 0.127; number 16, H, carries 0.115; number 17, H, carries 0.114

=====

# 6
C7H10 | ωB97M-V/def2-TZVPD

Computed properties:
SMILES = C=C(C)[C@H]1CC1=C
gap between HOMO and LUMO = 9.98 eV

Structure (ORCA input):
```
! wB97M-V def2-TZVPD RIJCOSX def2/J DEFGRID3
* xyz 0 1
C -1.7747 -0.8969 -1.1566
C -0.8648 -0.1570 -0.5262
C -1.1454 1.2495 -0.0591
C 0.4912 -0.7311 -0.3110
C 1.7591 0.0832 -0.6023
C 1.3516 -0.2463 0.7683
C 1.3176 -0.1701 2.0838
H -1.5382 -1.9116 -1.4677
H -2.7557 -0.5084 -1.4074
H -2.2116 1.4761 -0.1437
H -0.8434 1.4085 0.9831
H -0.5948 1.9802 -0.6637
H 0.5715 -1.7948 -0.5337
H 1.6228 1.1077 -0.9457
H 2.5732 -0.4433 -1.0960
H 0.4582 -0.6265 2.5695
H 2.0570 0.3097 2.7154
*
```

Charges computed using Löwdin, reported in e: number 1, C, carries 0.038; number 2, C, carries -0.333; number 3, C, carries -0.053; number 4, C, carries -0.223; number 5, C, carries -0.034; number 6, C, carries -0.280; number 7, C, carries 0.058; number 8, H, carries 0.059; number 9, H, carries 0.058; number 10, H, carries 0.077; number 11, H, carries 0.076; number 12, H, carries 0.081; number 13, H, carries 0.142; number 14, H, carries 0.104; number 15, H, carries 0.104; number 16, H, carries 0.069; number 17, H, carries 0.056

=====

# 7
C7H10 | ωB97M-V/def2-TZVPD

Computed properties:
SMILES = C1[C@@H]2CC3(CC3)[C@H]12
gap between HOMO and LUMO = 10.46 eV

Structure (ORCA input):
```
! wB97M-V def2-TZVPD RIJCOSX def2/J DEFGRID3
* xyz 0 1
C 0.1502 -1.0043 1.6940
C -1.1391 -0.4702 1.1596
C -1.1253 -0.6382 -0.3630
C 0.1157 0.2748 -0.4095
C 0.3008 1.3562 -1.4257
C 1.3220 0.2535 -1.2920
C 0.1216 0.3753 1.0974
H 0.6670 -1.8102 1.1732
H 0.2301 -1.0287 2.7781
H -2.0275 -0.3413 1.7701
H -1.9893 -0.2042 -0.8739
H -0.9885 -1.6713 -0.7017
H -0.3484 1.3153 -2.2990
H 0.5646 2.3649 -1.1198
H 1.4058 -0.4889 -2.0802
H 2.2636 0.5173 -0.8149
H 0.4766 1.1998 1.7072
*
```

Charges computed using Löwdin, reported in e: number 1, C, carries -0.089; number 2, C, carries -0.205; number 3, C, carries -0.073; number 4, C, carries -0.409; number 5, C, carries -0.084; number 6, C, carries -0.082; number 7, C, carries -0.164; number 8, H, carries 0.111; number 9, H, carries 0.103; number 10, H, carries 0.128; number 11, H, carries 0.112; number 12, H, carries 0.112; number 13, H, carries 0.102; number 14, H, carries 0.100; number 15, H, carries 0.099; number 16, H, carries 0.103; number 17, H, carries 0.135

=====

# 8
C7H10 | ωB97M-V/def2-TZVPD

Computed properties:
gap between HOMO and LUMO = 8.82 eV

Structure (ORCA input):
```
! wB97M-V def2-TZVPD RIJCOSX def2/J DEFGRID3
* xyz 0 1
C 0.7503 0.2029 1.8335
C 0.4680 1.3196 -0.4166
C 1.0909 -1.1339 0.0067
C -0.2611 0.8708 0.8293
C 1.7009 -0.9256 1.3187
C -0.0458 -0.0922 -0.3457
C -1.2765 -0.6781 -1.0679
H 1.4236 1.0050 2.4363
H 0.1697 -0.3140 2.7331
H -0.0265 2.1048 -0.8731
H 1.4553 1.5246 -0.5929
H 1.5816 -1.2416 -0.9997
H 0.4510 -1.9941 0.1798
H -1.1558 1.3641 1.2321
H -2.2975 -0.1135 -1.0101
H -1.5775 -1.6349 -0.5978
H -1.0339 -0.8660 -2.0953
*
```

Charges computed using Löwdin, reported in e: number 1, C, carries -0.225; number 2, C, carries -0.067; number 3, C, carries -0.211; number 4, C, carries -0.187; number 5, C, carries 0.090; number 6, C, carries -0.427; number 7, C, carries -0.046; number 8, H, carries 0.141; number 9, H, carries 0.137; number 10, H, carries 0.079; number 11, H, carries 0.083; number 12, H, carries 0.142; number 13, H, carries 0.114; number 14, H, carries 0.140; number 15, H, carries 0.111; number 16, H, carries 0.072; number 17, H, carries 0.056

=====

# 9
C7H10 | ωB97M-V/def2-TZVPD

Computed properties:
gap between HOMO and LUMO = 9.13 eV

Structure (ORCA input):
```
! wB97M-V def2-TZVPD RIJCOSX def2/J DEFGRID3
* xyz 0 1
C -1.4019 -0.5761 0.8945
C -1.8141 0.2726 -0.2844
C -0.3716 0.0617 0.0530
C 0.5357 1.1175 0.6494
C 1.8778 0.6934 0.1347
C 1.7759 -0.3059 -0.7616
C 0.3831 -0.8247 -0.8534
H -1.0551 -1.8081 0.5517
H -1.5818 -0.1034 1.8823
H -2.0879 1.3307 -0.2540
H -2.1569 -0.2907 -1.1424
H 0.2580 2.1165 0.2838
H 0.4725 1.1540 1.7462
H 2.8000 1.1538 0.4815
H 2.5924 -0.7008 -1.3536
H -0.0184 -1.0734 -1.8348
H -0.2076 -2.2169 -0.1929
*
```

Charges computed using Löwdin, reported in e: number 1, C, carries -0.092; number 2, C, carries -0.083; number 3, C, carries -0.559; number 4, C, carries -0.127; number 5, C, carries -0.069; number 6, C, carries -0.079; number 7, C, carries -0.105; number 8, H, carries 0.102; number 9, H, carries 0.106; number 10, H, carries 0.108; number 11, H, carries 0.094; number 12, H, carries 0.123; number 13, H, carries 0.120; number 14, H, carries 0.104; number 15, H, carries 0.097; number 16, H, carries 0.092; number 17, H, carries 0.168

=====

# 10
C7H10 | ωB97M-V/def2-TZVPD

Computed properties:
SMILES = CCC1=C=CCC1
gap between HOMO and LUMO (alpha / beta) = 7.96 / 7.96 eV

Structure (ORCA input):
```
! wB97M-V def2-TZVPD RIJCOSX def2/J DEFGRID3
* xyz 0 1
C -0.8032 -1.5066 1.4475
C 0.5699 -0.9690 1.0465
C 0.5400 -0.4097 -0.3373
C -0.4889 -0.6582 -1.1956
C -0.9544 0.5583 -1.5601
C -0.1365 1.6743 -0.9077
C 1.2157 0.8897 -0.6944
H -1.5532 -0.7101 1.3896
H -0.7942 -1.9002 2.4664
H -1.1234 -2.2896 0.7544
H 0.8912 -0.1638 1.7207
H 1.3394 -1.7482 1.1294
H -1.7690 0.7624 -2.2498
H -0.0593 2.5841 -1.5100
H -0.5082 1.9738 0.0820
H 1.8803 1.2859 0.0816
H 1.7598 0.8558 -1.6427
*
```

Charges computed using Löwdin, reported in e: number 1, C, carries -0.112; number 2, C, carries -0.208; number 3, C, carries -0.244; number 4, C, carries -0.022; number 5, C, carries -0.103; number 6, C, carries -0.162; number 7, C, carries -0.114; number 8, H, carries 0.078; number 9, H, carries 0.071; number 10, H, carries 0.070; number 11, H, carries 0.116; number 12, H, carries 0.123; number 13, H, carries 0.082; number 14, H, carries 0.098; number 15, H, carries 0.106; number 16, H, carries 0.106; number 17, H, carries 0.116

=====

DFT total energy, respectively: -7419.879 -7414.487 -7418.968 -7415.818 -7418.351 -7418.683 -7418.610 -7415.343 -7416.214 -7417.254 eV.
Relative energy (zero: lowest compared OMol25 entry of this formula, charge and spin), respectively: 111.5 631.8 199.4 503.4 258.9 226.9 233.9 549.2 465.2 364.8 kJ/mol.
Largest force on an atom, respectively: 0.3 0.3 2.2 7.3 2.5 0.3 0.4 4.3 3.6 0.2 eV/Å.